No. 1
A 2-piece molecular cluster, C5H12O3 overall in a non-equilibrium geometry, computed with ωB97M-V/def2-TZVPD.

Positions of all 20 atoms, in Å:
H -1.5492 -0.2622 -2.1950
C 0.7881 0.5314 2.3080
C 0.1409 0.6503 -1.3177
H 0.1775 1.6460 -1.8000
O 2.0606 0.1141 -0.0567
H -0.5280 -1.7682 -4.1375
H -2.0257 1.0973 -1.1301
H 0.8762 -2.2164 -3.6357
H -0.5204 -1.0446 3.0010
H 1.2937 1.4193 2.7341
C -1.3432 0.2369 -1.2332
H 0.6208 -0.0738 -2.0038
C 0.8745 0.5137 -0.0072
H -1.5488 -0.4751 -0.4163
H 1.5287 -0.2904 2.2677
C -0.2901 0.0016 3.2635
O 0.4276 -1.5400 -4.1919
H -1.2106 0.6007 3.1620
O 0.1894 0.8234 1.0728
H 0.0380 0.0362 4.3160

Force components x, y, z for each atom (eV/Å):
H -0.3454 0.1951 0.4338
C 0.6467 -0.8410 2.3723
C -0.9811 -0.5789 -0.3473
H 0.4403 -0.3840 0.5805
O -2.8700 0.9327 1.1201
H 1.0325 0.1777 -0.0626
H 0.2791 -0.4015 0.0539
H -0.4821 0.6839 -0.5889
H -0.0322 0.4161 0.1539
H -0.3078 -0.2787 -0.4650
C -0.2263 -0.0455 -0.3590
H 0.0499 0.6732 0.4024
C 3.6262 -0.6169 -2.2006
H 0.1237 0.2831 -0.3535
H -0.0963 0.7313 -0.6447
C -0.3873 0.2476 -0.2036
O -0.5582 -0.8770 0.6669
H 0.2995 -0.2392 0.1539
O -0.1906 -0.0727 -0.2269
H -0.0207 -0.0052 -0.4856

Values from the calculation:
structure (SMILES) = CCOC(=O)CC.O
total charge = 0
frontier orbital gap = 10.73 eV
HOMO = -10.02 eV


No. 2
C2HCsFO2 as an isolated structure in a non-equilibrium geometry, computed with ωB97M-V/def2-TZVPD.

Positions of all 7 atoms, in Å:
C -0.2844 0.0901 0.5109
O 0.7527 -0.1924 -0.1609
Cs -0.0384 -0.4597 -3.4454
H -0.1075 0.1229 4.7319
O -1.6936 0.9962 2.2999
C -0.9416 0.7846 1.3745
F 0.7486 -0.3791 4.8059

Force components x, y, z for each atom (eV/Å):
C 0.6783 -0.1682 -0.7657
O -0.8978 0.2853 -0.3698
Cs 0.1251 0.0756 0.9466
H 2.6900 -1.5764 -0.0077
O -0.4430 0.3631 0.1383
C 0.5815 -0.5797 0.1689
F -2.7341 1.6002 -0.1106

Values from the calculation:
spin multiplicity = 2
total charge = 0
frontier orbital gap (alpha / beta) = 4.25 / 3.94 eV
HOMO (alpha / beta) = -5.58 / -5.27 eV


No. 3
A 15-piece molecular cluster, H30O15 overall in a non-equilibrium geometry, computed with ωB97M-V/def2-TZVPD.

Positions of all 45 atoms, in Å:
H -2.7833 -0.7873 1.8040
H -0.4733 -0.8789 -3.3610
H 0.9309 1.8365 -1.8614
O 1.0642 -3.1746 -0.7136
O 0.3125 4.6055 -0.3901
H 0.9358 3.2021 0.9658
H -1.9399 2.7427 1.8525
H -1.4464 -3.3692 0.5441
H 3.0837 1.2678 -1.5238
O -0.5241 -0.0298 2.4369
H -0.5672 -0.4260 0.0670
O -2.6596 0.1479 0.0065
H 2.3337 2.6052 0.7928
O 2.2076 -1.6019 -2.8300
O 2.3313 1.1167 -2.0867
H -0.0135 -2.3998 1.9021
H 0.3007 -3.6912 -0.9113
H -2.1695 0.9162 0.2618
O 0.1428 -0.1532 -0.5513
H -0.4457 1.9973 -2.5059
H -0.4990 4.8864 -0.0298
H 1.8745 -0.6686 0.3750
H -3.5506 0.3658 0.2272
O -3.4072 -0.9577 2.4749
H 0.1427 3.6838 -0.6867
H -0.4633 -1.1376 -1.8569
H -2.3399 -2.1284 0.1026
O -1.5894 -2.4246 0.5849
H 3.0301 -1.3415 -2.4470
O 2.7342 -1.0879 0.3523
H 0.2229 -0.2267 2.9213
O -0.8268 -1.4573 -2.6574
O 0.8950 -2.6218 2.1021
H 0.1305 0.8132 -0.6364
H -1.8464 2.8378 0.4050
H 3.2423 -0.6532 1.0394
H -3.9381 -1.7008 2.2177
H 0.9009 -3.3627 2.7492
O -1.4170 2.3859 1.1488
H 1.8537 -2.0855 -2.0690
H 0.9821 -2.8937 0.1768
H 2.0499 0.2474 -1.9972
H -0.3960 0.8781 2.0951
O 0.0904 2.2902 -1.7850
O 1.5037 2.4335 1.2947

Force components x, y, z for each atom (eV/Å):
H 1.3682 0.0735 -1.1867
H -0.1264 -0.6304 0.6365
H 1.4379 -0.1893 -0.4571
O 0.9728 -0.1945 -1.5067
O 1.3076 -1.0883 -0.3112
H 0.9497 -1.2475 0.7530
H -0.3703 0.0516 1.3170
H -0.5542 -0.1725 -0.4078
H 0.3105 -0.1925 0.3469
O -2.5618 1.4247 -1.8957
H 0.6018 0.2106 -0.2360
O 0.1131 -0.9894 -0.8531
H -0.7494 -0.2756 0.6726
O -0.5626 0.0662 0.0960
O 0.6881 3.0926 -0.6636
H -0.7413 0.2483 0.2465
H -0.7687 -0.3922 -0.4189
H 0.6739 0.7232 0.4792
O 0.0132 -0.3000 0.8619
H -0.5549 -0.2191 -0.7005
H -1.4458 0.7795 0.7066
H -0.7438 0.2306 -0.0997
H -1.1151 0.1048 0.2576
O -1.3678 0.3526 1.9043
H 0.1065 0.5761 -0.5492
H 0.8683 0.7583 1.3583
H -0.9101 0.0101 -0.9095
O 1.4494 -0.0031 1.1416
H 1.3280 0.2620 0.0005
O 0.8088 0.0404 -0.2871
H 2.5952 -0.7149 1.5746
O -0.9903 -0.4563 -2.5047
O 0.6485 -0.9064 0.7913
H -0.3828 -0.1586 0.2382
H 0.5044 -0.1374 -0.2559
H 0.0489 -0.0418 0.1811
H -0.1626 -0.4880 -0.2711
H -0.2089 0.8319 -0.7606
O -0.2765 0.4933 -1.1231
H -0.7072 -0.5238 0.0321
H 0.1950 0.4514 1.6429
H -0.5922 -3.2285 0.2087
H 0.1502 -0.6819 0.2579
O -1.1978 0.9224 0.9888
O -0.0498 1.5278 -1.2956

Values from the calculation:
total charge = 0
frontier orbital gap = 9.95 eV
HOMO = -10.23 eV


No. 4
A 7-piece molecular cluster, C21H42F3NO16 overall in a non-equilibrium geometry, computed with ωB97M-V/def2-TZVPD.

Positions of all 83 atoms, in Å:
C -0.9001 -7.1985 -3.2600
C 3.9619 4.7635 1.2250
H 2.9069 1.7125 0.3540
H 0.0579 -7.5745 -3.4690
C 0.2949 -3.2285 -0.9440
H 3.3049 5.0745 -0.5680
N 2.2299 1.6815 -0.3870
H -1.3431 -3.5615 -2.1760
F -4.2081 0.3285 -0.4740
C -1.1691 3.7615 0.5390
O -1.6011 -0.2045 4.1310
H 2.5159 2.0595 -1.2030
C -2.1641 4.9785 0.7690
H 1.5309 2.3625 -0.4530
H 2.6939 -0.8495 2.5140
O -0.2531 -3.8365 0.1870
H -0.6811 -5.5625 -4.6100
H -0.3791 -3.4405 2.4060
H -4.0771 -0.5515 2.1940
F -2.7741 4.7985 2.0130
C 0.2109 -3.1715 1.3980
H 3.6219 5.7965 1.4070
H 5.0419 4.7715 1.8340
H 1.6829 2.0545 3.9540
O -0.1101 -5.1335 -2.4330
O -3.1561 0.1955 -3.5830
O 0.0559 4.5585 0.4090
H 0.2879 -2.0185 -1.1340
H 0.9849 -0.2195 2.9360
C -3.8911 -0.9615 -3.3870
H -1.6691 0.8985 -2.5860
H -1.1511 -9.7055 -3.6140
H -1.8901 0.7695 2.3570
H 1.1859 -3.6825 -0.9340
H -1.4651 3.4375 -0.3360
O -3.1171 -1.6755 3.7350
C 5.1069 3.7745 -2.2270
H 3.7389 3.7095 3.4720
H 1.7339 0.8725 -0.5220
H -1.7901 -5.3985 -3.6410
H -0.6241 0.0115 0.5840
H 0.2859 -2.0775 1.2080
H 2.0619 -0.1755 4.1980
O -1.4271 6.1525 0.7740
C 4.1659 4.9305 -0.3370
H 1.0789 2.4215 2.4840
O -3.8091 -1.3315 -2.0160
H -1.2721 3.1335 1.4860
F -3.0301 1.6565 3.6810
H 5.9339 4.5835 -2.0740
H -2.8751 4.7985 -0.0900
H 4.2759 4.2565 -2.9890
H -3.0891 1.8455 -2.3180
H -1.0911 -7.4945 -2.2500
O -0.5361 0.8675 0.1450
H 2.2429 4.4725 3.1730
H 0.1669 -3.3355 -3.0750
H -4.6421 -0.3005 3.6500
H 4.6869 5.7495 -0.4700
C -2.4871 0.5095 3.1990
C -3.6311 -0.5275 3.1800
O -1.8331 -7.7355 -4.1310
C 2.8849 3.5085 2.8090
O 3.2389 3.7455 1.4160
C -0.1881 5.8345 0.6330
C -3.2611 -0.2585 -1.2950
O 2.6339 1.0605 2.5930
O -4.5481 -1.6975 -4.1770
O -1.1771 -2.2785 4.7230
H 1.1389 -3.5385 1.6270
O 4.5549 3.6425 -0.8870
C -2.0341 -9.0665 -3.7860
C -1.9721 -1.3955 4.2590
C -0.8991 -5.7085 -3.4650
O 0.6969 6.5915 0.6480
C -2.7331 0.8035 -2.4410
H 5.4839 2.9335 -2.5910
H -2.4461 -0.6305 -0.6480
C 2.1429 0.0255 2.9920
H -2.6681 -9.5735 -4.4000
C 2.0049 2.2425 3.0890
C -0.2791 -3.8635 -2.2250
H -2.4861 -9.1755 -2.7770

Force components x, y, z for each atom (eV/Å):
C -0.1756 1.1289 0.0069
C 7.1668 5.6000 -1.8398
H 0.1387 0.4390 0.7184
H 1.6318 -0.6692 -0.4376
C -1.8690 0.8966 -1.9163
H -10.4472 1.9043 -3.5494
N 0.2106 0.8318 1.1000
H -0.1492 -0.2500 -0.3808
F 0.1212 -0.2175 -0.5774
C 0.3173 4.5703 5.8473
O 0.6640 5.6273 -0.8624
H 3.4706 0.3386 -3.9802
C -1.0776 -3.0101 0.0293
H -2.4834 1.5804 2.6389
H -0.8410 0.7022 0.8614
O -1.7307 1.4980 1.9275
H 1.5586 0.1579 1.7110
H 0.5322 0.7111 -2.6968
H 0.8497 -1.2290 -0.9426
F 0.1441 0.6221 -1.1775
C -2.9017 0.1428 0.6863
H -0.9675 -0.2935 0.8509
H -2.2475 -0.4205 -1.4228
H -1.8675 -0.7652 7.5958
O 0.2048 -4.8083 -0.7712
O -2.8549 -2.5245 -2.8902
O -0.5785 -3.0813 0.0779
H -0.1437 -2.8503 1.0971
H 1.5429 0.9373 -1.2439
C -2.2567 -2.8648 -1.0373
H 0.5752 -0.2982 0.9794
H 0.4622 0.5702 -0.7476
H 0.2748 -0.1332 -1.1068
H 4.7811 -0.2489 -0.1989
H -0.6217 -2.8839 -4.1337
O -1.4865 -1.4742 -0.7872
C -2.3756 7.2416 1.6282
H 0.3908 -0.9787 -0.4743
H -1.8361 -3.1527 0.0217
H -6.4986 2.5406 0.9393
H 0.1702 0.0692 -0.1181
H -0.2968 -0.5682 0.4205
H 1.2867 0.6086 -1.9698
O -3.3255 -0.2650 0.0975
C 6.1372 -7.1295 5.6353
H 0.4558 -0.3580 0.1300
O 0.1064 1.8218 -1.5975
H 0.8100 0.3888 -1.8462
F 0.7401 0.3114 0.5431
H -1.1549 -1.4607 -0.9552
H -0.0981 1.5575 1.3295
H 1.9782 -1.2506 1.7339
H -0.5431 -0.7541 0.0378
H -0.5158 0.1503 0.9761
O 0.3559 0.0714 -0.0326
H 0.8322 -2.1725 -1.0195
H 0.0494 0.7801 -0.0410
H 1.7390 0.6539 0.6744
H 3.5947 3.6360 -1.3299
C -1.5580 -1.2086 2.1535
C -2.7229 1.9302 -1.3139
O -0.3407 -0.7656 -0.5505
C -1.8778 2.7120 1.6073
O -4.3438 -5.6683 2.9115
C 2.3078 -0.6083 -0.4187
C 1.7714 0.9418 -0.2589
O 3.7803 9.5833 -3.2748
O 3.5863 4.1313 3.1097
O -3.2633 2.9620 -1.2062
H 2.8008 -0.7575 0.3635
O 0.5281 0.4858 -1.1317
C 0.9189 -0.3496 3.1266
C 4.9292 -7.3964 2.5574
C 5.4661 -2.4169 -1.2868
O 2.2105 2.5062 0.1667
C 0.0544 -0.6180 2.7094
H 1.4193 -3.8091 -1.2260
H -0.4496 0.3735 -0.3518
C -5.6129 -11.8223 5.4977
H -1.6941 -0.9585 -2.2556
C 2.3034 2.5776 -9.2195
C -1.9679 5.6653 0.2700
H -0.1944 0.5323 -0.1895

Values from the calculation:
total charge = 0
frontier orbital gap = 8.08 eV
HOMO = -8.39 eV


No. 5
One molecule with the formula C5H7N in a non-equilibrium geometry, computed with ωB97M-V/def2-TZVPD.

Positions of all 13 atoms, in Å:
N 1.8971 1.1747 -0.6265
H -1.2373 -2.1965 0.5200
H -2.5315 -1.0702 0.1882
H 2.9812 -0.4576 -0.0001
C -1.4661 -1.2486 0.0312
H 0.9398 -0.4108 0.3614
C -0.6462 -0.1278 0.6390
C -0.5460 1.0771 0.0079
C 2.0478 0.0719 -0.1242
H 0.3076 2.7413 -1.1231
H -1.2878 -1.3167 -1.0411
C 0.3087 1.8322 -0.5539
H -0.7674 -0.0690 1.7211

Force components x, y, z for each atom (eV/Å):
N -1.2917 1.4407 -0.3016
H 0.0913 -0.0266 -0.1517
H 0.0640 0.1190 0.0158
H 0.0769 -0.0133 -0.1796
C 0.3948 -0.1486 -0.0451
H 1.9600 0.2146 -0.4916
C -1.8492 1.2114 -0.1692
C 0.4547 -1.1597 0.5704
C -2.2522 -0.9728 1.1721
H -0.0105 0.1047 0.2252
H -0.0116 -0.1226 0.0127
C 1.8458 -0.5696 -0.7425
H 0.5277 -0.0773 0.0851

Values from the calculation:
structure (SMILES) = C=NC=C=CC
total charge = 0
frontier orbital gap = 10.15 eV
HOMO = -9.49 eV


No. 6
C25H43Ge2N4V as an isolated structure in a non-equilibrium geometry, computed with ωB97M-V/def2-TZVPD.

Positions of all 75 atoms, in Å:
C 1.3653 3.3271 -1.5944
C 4.0387 -1.5930 -1.6485
H -4.3551 1.1297 -1.0247
H -0.9036 -2.2914 3.6988
C 1.7192 -0.9913 -1.2945
H -1.2281 0.1719 -2.3859
Ge 1.1904 -1.7078 2.2391
C -1.1647 -2.0246 -0.4731
H 3.7032 -0.9069 2.3134
H -1.3572 1.3026 3.2172
C -3.1458 1.7968 1.4808
H -0.4541 -0.6093 3.9991
C -0.4470 2.1608 -2.8319
H 3.1220 -1.4438 0.2620
H 2.4757 -1.1238 -4.5982
H 0.4175 1.6005 -3.2044
H 4.6976 -1.6880 -3.6823
N -0.0465 2.8852 -1.6106
H 0.6212 -4.0811 1.3849
H 0.6664 3.4960 0.9980
H 2.0477 1.3138 -1.3391
H 3.3078 2.5248 -1.1825
H 0.5118 -1.9114 4.6598
C -1.0165 2.2032 2.6992
H 2.8617 2.9598 1.0790
C -3.2345 0.4856 0.6965
H -2.7098 2.4936 -1.4657
C -3.0346 -4.0333 -1.0322
H -0.9230 -1.9466 -2.6129
H -3.3208 -0.2815 -1.3151
N -2.3016 1.5665 -1.3207
C -2.7660 -3.6758 0.2789
H -3.4488 1.6091 2.5141
C 0.5008 2.0763 2.4251
C 2.2757 2.2970 -0.9180
H 2.7247 0.1420 3.3427
H 1.4344 4.2945 -1.0846
H 3.1024 -1.4912 3.8504
H 2.2913 -3.6877 0.9827
H -3.8539 2.5177 1.0611
C 1.5248 -3.6002 1.7466
H -2.3399 -0.1058 0.9113
C -3.3715 0.6912 -0.8180
H -0.6197 3.7303 -1.5652
H -2.5640 -3.6636 -3.0890
V -0.6753 1.7033 -0.1269
N 0.8008 2.4813 1.0539
C -2.3744 -3.3883 -2.0636
H 0.6151 -0.6517 -3.1143
H -3.7345 -4.8245 -1.2479
H -3.2566 -4.1907 1.0905
C 2.9741 -1.3408 -0.8038
C 2.8553 -0.8771 2.9878
H -1.6438 -2.4174 1.5846
H 1.0673 2.6698 3.1534
H -1.8603 3.3469 1.2669
C 2.6287 -1.1676 -3.5308
C -1.8472 -2.6789 0.5520
H 1.8635 -4.1197 2.6396
H 0.7997 1.0297 2.5264
C -1.4489 -2.3977 -1.7847
H -2.2920 1.1496 -3.4226
Ge 0.2473 -0.6862 0.0351
H -4.1033 -0.0810 1.0333
H -1.2204 3.0569 3.3541
H 2.4771 1.2342 0.9383
C 2.1775 2.2360 0.6168
C -1.6182 1.1810 -2.5531
C -0.0690 -1.6052 3.7929
H -0.7361 2.8749 -3.6133
C 3.8708 -1.4982 -3.0186
N -1.7743 2.3468 1.4426
H 1.7174 3.4767 -2.6221
C 1.5718 -0.9054 -2.6773
H 4.9956 -1.8732 -1.2370

Force components x, y, z for each atom (eV/Å):
C 1.0442 0.0930 0.0079
C 0.1348 0.0017 -0.0844
H 0.1839 -0.0686 -0.1257
H -0.1259 -0.0702 -0.0500
C -0.3375 0.1156 0.4146
H -0.1439 0.0868 -0.1115
Ge -0.1229 0.1339 0.0428
C 0.3140 0.4201 0.2323
H 0.1107 0.0090 -0.1405
H -0.0190 0.1469 -0.1206
C -0.8725 -0.5817 -0.0066
H 0.0036 0.1167 -0.0552
C -0.2581 -0.3007 -0.9493
H 0.0742 0.0234 0.0477
H 0.0183 0.0337 -0.1264
H -0.1624 0.1030 0.1002
H 0.1156 -0.0654 -0.1020
N 0.0007 1.1003 -0.4030
H -0.1254 0.0213 -0.0238
H 0.0612 -0.1130 0.0786
H 0.1344 0.0874 -0.0002
H 0.0114 -0.0592 -0.0673
H 0.0625 -0.0377 0.1107
C 0.5303 -0.0226 0.7563
H -0.1270 -0.1285 -0.0083
C -0.1215 0.3713 -0.2231
H 0.0004 -0.1800 -0.0086
C 0.0077 -0.0332 -0.0066
H 0.0784 -0.0122 -0.0871
H 0.0627 0.1181 -0.0095
N -0.9997 0.8014 -0.5733
C -0.0926 -0.1118 0.0665
H 0.1051 0.2053 -0.0578
C -0.0439 -0.1533 0.7330
C -0.1214 0.1571 0.0475
H -0.0890 0.0874 0.0048
H -0.1292 -0.0547 -0.1163
H 0.0309 -0.0812 0.1250
H 0.0745 0.0635 -0.0726
H 0.1361 0.0873 0.1222
C -0.0759 0.5216 0.1752
H -0.0925 -0.2145 0.0638
C -0.5584 -0.6381 0.4512
H 0.0970 -0.0633 -0.0944
H -0.0391 -0.0725 -0.1209
V 0.1762 -1.1963 0.4549
N 0.3425 0.7580 0.3940
C -0.0676 -0.0264 -0.0611
H -0.0613 -0.0120 -0.0735
H -0.1081 -0.0717 -0.0165
H -0.0840 -0.0464 0.0868
C -0.1068 0.0150 0.2492
C -0.4921 -0.2676 -0.3709
H -0.0231 -0.0376 0.0404
H -0.0466 -0.1480 -0.0813
H -0.0652 0.0446 0.1196
C -0.0275 0.0538 -0.1357
C 0.0841 0.1781 0.0398
H 0.0406 -0.0624 0.1062
H 0.0185 0.2122 -0.0182
C 0.1406 0.1219 0.0177
H 0.1717 -0.0618 0.2418
Ge 0.5663 -1.4717 0.1179
H 0.1125 -0.0911 0.0594
H -0.0551 -0.1653 -0.0720
H -0.0617 0.0900 0.0883
C 0.6984 -0.0538 -0.4501
C 0.2400 -0.3194 -0.7725
C 0.3360 -0.0938 -0.5228
H 0.1504 -0.0892 0.1711
C 0.0496 -0.0154 -0.0005
N -0.4052 0.8180 0.2959
H -0.1694 0.0863 0.1646
C -0.2126 0.0347 0.0514
H 0.1240 -0.0261 0.0407

Values from the calculation:
spin multiplicity = 3
total charge = +2
frontier orbital gap (alpha / beta) = 6.88 / 7.25 eV
HOMO (alpha / beta) = -13.61 / -13.21 eV